The following is a quantum chemistry calculation of a cluster of 2 separate species, C5H9NO2PS in total at a distorted geometry, from OMol25.

Cartesian coordinates (Å):
C 1.92219 0.64781 1.57786
C 1.28464 1.63311 2.52560
C -0.16352 0.07367 1.04046
C -0.63092 1.24004 -1.11690
C -1.07701 -2.80887 -1.08850
N 1.12903 -0.05148 0.85630
O -2.56572 -1.33649 0.66595
O -0.39502 -2.39150 0.04764
P -1.27100 -1.55192 1.26198
S -0.55029 1.15556 2.45824
H 3.00338 0.49294 1.71727
H 1.56432 1.57429 3.56765
H 1.54138 2.68327 2.09245
H -0.50958 0.26476 -1.62467
H 0.17319 1.82679 -1.45616
H -1.56220 1.69559 -0.64955
H -1.95982 -2.25918 -1.03900
H -1.28919 -3.83549 -1.37459
H -0.61199 -2.22426 -2.00539

Summary:
2S+1: 1
Energy relative to the best compared isomer or geometry (same formula, charge and spin) (eV): 3.429
Total charge: -1

These are the Löwdin partial charges, in e, on atoms 1 to 4: atom 1 (C): -0.255, atom 2 (C): -0.441, atom 3 (C): -0.744, atom 4 (C): 0.037


The following is a quantum chemistry calculation of an isolated molecule of C10H13N7O2 at a distorted geometry, from OMol25.

Cartesian coordinates (Å):
C -1.02714 -0.94355 2.14029
C -0.75026 0.56608 2.09850
C -1.55218 1.09340 0.89018
N -1.72526 -0.08786 -0.11467
N -2.99437 0.00838 -0.76199
C -3.54774 1.11912 -1.03513
C -1.83172 -1.28230 0.88972
H -0.09321 -1.52281 2.15129
H -1.63488 -1.20098 3.02135
H -1.13779 1.01704 3.03376
H 0.33799 0.78331 2.00389
H -2.58294 1.34582 1.21146
H -1.11977 1.98124 0.42380
H -4.18477 1.19775 -1.92525
H -3.51742 2.01651 -0.38866
H -1.54437 -2.20211 0.39349
H -2.91224 -1.36126 1.08327
O -1.68863 -2.84882 -1.73329
N -0.43205 -2.79224 -1.63753
C 0.20989 -1.50202 -1.53337
C -0.64667 -0.31750 -1.49894
N 0.13076 0.86033 -1.66269
N -0.39256 2.13544 -1.63938
N 0.64654 2.94102 -1.55818
N 1.79757 2.27291 -1.47553
C 1.47877 0.95305 -1.55859
C 2.25375 -0.22599 -1.63638
C 1.60121 -1.43510 -1.68755
O 0.31348 -3.81521 -1.65711
H -1.34100 -0.32842 -2.38658
H 3.32756 -0.10728 -1.70997
H 2.09995 -2.39657 -1.82018

Summary:
2S+1: 1
Energy (Eh): -922.34938
Total charge: 0

These are the Löwdin partial charges, in e, on atoms 1 to 4: atom 1 (C): -0.157, atom 2 (C): -0.149, atom 3 (C): -0.112, atom 4 (N): -0.105


The following is a quantum chemistry calculation of a structure of composition C19H16INOPRuSe2Te2, from OMol25.

Cartesian coordinates (Å):
Ru 0.30281 0.60717 -0.56579
Se 1.83096 0.59257 -2.58761
Te 2.19860 2.80870 -1.42725
Te -0.02892 4.11892 -2.03834
Se -1.99313 1.59318 -0.52136
O 1.76623 1.30121 2.10871
N 1.77656 0.25148 1.22273
C 2.70588 -0.60858 1.35184
C 2.92803 -1.78804 0.50063
C 4.23253 -2.27780 0.51507
C 4.60227 -3.35932 -0.26749
C 3.65279 -3.97398 -1.06435
C 2.34125 -3.51586 -1.06160
C 1.95449 -2.43283 -0.28446
P 0.22422 -1.85134 -0.28420
C -0.40060 -2.47880 1.30749
C -1.56442 -1.90150 1.80886
C -2.10731 -2.34411 3.00415
C -1.48565 -3.36213 3.71278
C -0.32268 -3.93988 3.22176
C 0.21744 -3.50341 2.02176
C -0.59413 -2.88708 -1.52937
C -0.45660 -2.51432 -2.86725
C -1.07063 -3.25184 -3.86410
C -1.84665 -4.35585 -3.53328
C -2.00231 -4.71926 -2.20469
C -1.37662 -3.98993 -1.20286
H 2.52023 1.20414 2.71602
H 3.45255 -0.45238 2.13573
H 4.97278 -1.79039 1.13768
H 5.62408 -3.71223 -0.25381
H 3.92224 -4.81826 -1.68458
H 1.60466 -4.01728 -1.67552
H -2.04291 -1.09543 1.26333
H -3.00899 -1.88371 3.38483
H -1.90480 -3.70436 4.64976
H 0.16321 -4.73441 3.77315
H 1.12088 -3.96368 1.64048
H 0.12670 -1.63733 -3.12467
H -0.95499 -2.95635 -4.89854
H -2.33672 -4.92551 -4.31173
H -2.61286 -5.57335 -1.94249
H -1.50065 -4.28383 -0.16793
I -1.85642 1.94171 1.98689

Summary:
2S+1: 6
Expectation value of S²: 8.782
Energy relative to the best compared isomer or geometry (same formula, charge and spin) (eV): 0.258
Total charge: 0

These are the Löwdin partial charges, in e, on atoms 1 to 4: atom 1 (Ru): 0.248, atom 2 (Se): -0.205, atom 3 (Te): 0.062, atom 4 (Te): 0.094


The following is a quantum chemistry calculation of a structure of composition C26H20N8Pt at a distorted geometry, from OMol25.

Cartesian coordinates (Å):
Pt 0.06661 0.00994 0.66454
N -4.17186 -0.97095 0.61512
C -2.85545 -1.11113 0.52540
N -2.00603 -0.15866 0.80344
C -2.51337 1.11330 1.16078
N -1.70132 2.13498 1.22155
N -0.45315 1.85589 0.90435
C 0.53248 2.72807 0.93920
C 1.81519 2.20139 0.63039
C 2.97159 2.98657 0.53988
C 4.16190 2.39909 0.17605
C 4.18760 1.03692 -0.12764
C 3.02552 0.30128 0.00276
N 1.87521 0.84724 0.39645
C -3.91453 1.25937 1.45120
C -4.46896 2.40716 2.02532
C -5.82461 2.45831 2.27893
C -6.65392 1.39195 1.93327
C -6.12764 0.24948 1.35961
C -4.76113 0.17851 1.14076
H -4.78036 -1.72772 0.33438
H -2.48525 -2.07431 0.20188
H 0.34486 3.76691 1.17316
H 2.89421 4.04400 0.74786
H 5.06904 2.98202 0.11801
H 5.09251 0.56044 -0.47196
H 3.01168 -0.76083 -0.20641
H -3.82515 3.23986 2.26688
H -6.24737 3.33428 2.74872
H -7.71673 1.45638 2.10889
H -6.76412 -0.57990 1.08254
N 1.00487 -6.89212 2.67255
C 1.55532 -7.72726 3.61301
C 1.44427 -9.08919 3.85862
C 2.22116 -9.60109 4.88438
C 3.06480 -8.78805 5.65674
C 3.15766 -7.43228 5.43987
C 2.40825 -6.89564 4.38311
N 2.35324 -5.62591 3.91123
C 1.51267 -5.64035 2.89552
C 1.21585 -4.42629 2.16481
C 0.41565 -4.33365 1.02178
C 0.19563 -3.09840 0.44687
N 0.70208 -1.95847 0.93337
C 1.50896 -2.04748 2.01365
C 1.79013 -3.23492 2.63774
H 0.33775 -7.16893 1.97280
H 0.79797 -9.73011 3.27552
H 2.17885 -10.66002 5.09495
H 3.65438 -9.24088 6.44028
H 3.75954 -6.78218 6.05757
H -0.03172 -5.20556 0.56747
H -0.39125 -3.00903 -0.45870
H 1.93678 -1.12714 2.39141
H 2.44143 -3.28475 3.49665

Summary:
2S+1: 1
Energy (Eh): -1559.71931
Total charge: +2

These are the Löwdin partial charges, in e, on atoms 1 to 4: atom 1 (Pt): 1.223, atom 2 (N): 0.155, atom 3 (C): -0.094, atom 4 (N): -0.032


The following is a quantum chemistry calculation of a structure of composition C2H3N3O, from OMol25.

Cartesian coordinates (Å):
C 0.39873 -0.88499 -1.00196
C 0.01240 0.17578 0.23304
N 0.56179 -0.72057 0.85475
O -0.33381 1.33976 2.24442
N -0.76589 1.92772 1.28497
N -0.60286 1.30865 0.04717
H -0.60026 -1.05959 -1.40207
H 1.02391 -0.23437 -1.61345
H 0.90200 -1.83663 -0.83677

Summary:
2S+1: 1
Energy relative to the best compared isomer or geometry (same formula, charge and spin) (eV): 5.904
Total charge: 0

These are the Löwdin partial charges, in e, on atoms 1 to 4: atom 1 (C): 0.029, atom 2 (C): -0.523, atom 3 (N): 0.292, atom 4 (O): -0.045


The following is a quantum chemistry calculation of a cluster of 2 separate species, C6H14N3Si in total at a distorted geometry, from OMol25.

Cartesian coordinates (Å):
C -2.30754 1.06200 0.58542
C -2.37157 -1.17072 -0.01221
C -1.00709 0.38340 -1.14552
C 1.44200 -1.72900 0.53788
C 1.24700 1.38978 1.40312
C 2.47268 0.60136 -1.48547
N -1.65914 1.37194 -0.43470
N -2.31253 -0.32846 1.06568
N -1.66054 -0.86249 -1.06107
Si 1.50170 0.09819 0.05198
H -2.93246 1.76228 1.10681
H -3.00447 -2.04311 -0.00423
H -0.72018 0.66401 -2.14498
H 1.48444 -2.38461 -0.32817
H 2.29203 -1.97919 1.16999
H 0.54498 -1.97576 1.09899
H 0.26931 1.29229 1.86925
H 1.99393 1.29986 2.18825
H 1.31352 2.39537 0.99495
H 2.10258 1.53832 -1.89167
H 3.52562 0.74648 -1.24929
H 2.41904 -0.14954 -2.27005
H -2.93728 -0.52967 1.83736
H -1.69601 -1.45274 -1.88233

Summary:
2S+1: 1
Energy relative to the best compared isomer or geometry (same formula, charge and spin) (eV): 0.000
Total charge: +1

These are the Löwdin partial charges, in e, on atoms 1 to 4: atom 1 (C): -0.158, atom 2 (C): -0.082, atom 3 (C): -0.241, atom 4 (C): -0.192